# 1
15
Properties=species:S:1:pos:R:3 method="wB97M-V/def2-TZVPD" e_above_lowest_ev=1.815 smiles="NC(=O)CN1CC1" orbital_gap_ev=10.469 total_charge=0 spin_multiplicity=1
N -1.92 -0.67 -0.95
C -1.54 0.49 -0.36
O -2.03 1.56 -0.69
C -0.51 0.46 0.76
N 0.57 -0.52 0.69
C 1.90 0.06 0.79
C 1.41 -0.47 -0.50
H -2.66 -0.60 -1.64
H -1.53 -1.57 -0.74
H -0.14 1.49 0.79
H -1.05 0.29 1.71
H 1.96 1.14 0.89
H 2.63 -0.49 1.38
H 1.15 0.25 -1.28
H 1.76 -1.43 -0.85

# 2
64
Properties=species:S:1:pos:R:3 method="wB97M-V/def2-TZVPD" orbital_gap_ev="7.422 / 5.534" s_squared=3.773 total_charge=+2 spin_multiplicity=4
C -0.75 -1.51 -2.15
C 0.64 -1.23 -1.94
C 1.20 -2.25 -1.11
H 1.22 -0.44 -2.40
C 0.19 -3.22 -0.90
C -1.03 -2.76 -1.52
H -1.99 -3.27 -1.57
H -1.44 -0.93 -2.75
H 2.23 -2.24 -0.76
H 0.34 -4.18 -0.40
Tc -0.41 -1.34 -0.06
C 1.81 3.79 2.14
H 1.97 2.90 2.75
H 2.77 4.15 1.75
H 1.15 3.56 1.31
Si 0.76 0.77 -0.08
C -0.07 1.97 -1.30
C -0.33 1.73 -2.67
H -0.03 0.80 -3.15
C -1.00 2.68 -3.44
H -1.19 2.46 -4.50
C -1.42 3.88 -2.86
H -1.96 4.62 -3.45
C -1.12 4.15 -1.51
H -1.38 5.11 -1.06
C -0.49 3.18 -0.73
H -0.36 3.36 0.34
C 2.63 0.93 -0.34
C 3.13 1.90 -1.22
H 2.46 2.65 -1.63
C 4.49 1.93 -1.55
H 4.86 2.66 -2.27
C 5.38 1.04 -0.93
H 6.44 1.06 -1.17
C 4.90 0.15 0.05
H 5.60 -0.51 0.58
C 3.54 0.11 0.36
H 3.18 -0.52 1.18
H 0.53 1.34 1.28
H 1.35 4.58 2.76
C -2.72 0.73 0.29
N -2.38 -0.64 0.73
C -3.56 -1.47 0.36
C -2.26 -0.63 2.21
C -1.64 -1.92 2.67
N -0.95 -2.71 1.56
C 0.27 -3.31 2.18
C -1.84 -3.88 1.21
H -1.91 1.41 0.55
H -3.64 1.03 0.83
H -2.86 0.76 -0.80
H -3.60 -1.60 -0.72
H -3.55 -2.43 0.87
H -4.46 -0.93 0.71
H -1.67 0.24 2.53
H -3.27 -0.51 2.61
H -0.88 -1.70 3.44
H -2.42 -2.56 3.12
H 0.01 -3.61 3.20
H 0.62 -4.20 1.64
H 1.07 -2.56 2.26
H -2.45 -4.12 2.09
H -2.50 -3.70 0.36
H -1.22 -4.76 0.99

# 3
60
Properties=species:S:1:pos:R:3 method="wB97M-V/def2-TZVPD" e_above_lowest_ev=3.482 orbital_gap_ev=7.999 total_charge=+2 spin_multiplicity=1
Hf 9.75 10.76 9.74
C 11.53 10.21 14.08
C 10.90 10.04 12.76
N 11.23 10.69 11.68
O 12.32 11.59 11.68
B 12.38 12.93 12.07
F 13.56 13.50 12.05
F 11.31 13.68 12.37
O 9.76 12.06 8.06
N 8.62 11.56 8.23
C 7.41 11.91 7.93
C 7.15 13.12 7.11
C 6.53 11.04 8.72
N 7.12 10.35 9.66
O 6.26 9.41 10.32
B 6.92 8.41 10.88
F 9.25 12.29 10.74
F 6.33 7.17 10.97
O 8.22 8.35 11.31
N 9.07 9.41 11.57
C 9.76 9.14 12.56
C 9.48 8.00 13.44
C 5.09 11.13 8.48
H 11.76 11.24 14.26
H 12.46 9.65 14.24
H 10.82 10.02 14.93
H 7.26 14.01 7.68
H 6.17 13.06 6.66
H 7.98 13.17 6.39
H 9.15 7.16 12.86
H 8.65 8.24 14.14
H 10.43 7.71 13.96
H 4.78 10.73 7.47
H 4.93 12.23 8.44
H 4.50 10.58 9.21
O 8.79 6.67 9.15
Cl 10.06 7.32 9.21
O 10.48 7.35 10.54
O 9.80 8.72 8.81
O 10.99 6.83 8.30
C 7.75 4.23 10.41
C 6.74 4.96 9.67
O 5.84 5.39 9.16
H 8.39 3.66 9.67
H 7.15 3.63 11.04
H 8.51 4.87 10.93
O 11.70 10.93 8.89
S 12.56 11.89 8.01
C 12.35 11.31 6.30
C 13.45 10.28 6.03
C 14.03 9.83 7.39
C 14.13 11.10 8.22
H 12.41 12.19 5.63
H 11.40 10.83 6.12
H 14.24 10.63 5.36
H 13.03 9.43 5.54
H 15.00 9.38 7.22
H 13.38 9.04 7.86
H 14.90 11.80 7.86
H 14.29 10.96 9.29

Number 1: largest force on an atom 0.31 eV/A, molecular weight 100.12 g/mol. Number 2: largest force on an atom 4.83 eV/A, molecular weight 478.65 g/mol. Number 3: largest force on an atom 3.12 eV/A, molecular weight 750.98 g/mol.